[1]
DFT (ωB97M-V/def2-TZVPD) results for C9H16N2O in the gas phase.

The geometry in ORCA input format:
```
! wB97M-V def2-TZVPD RIJCOSX def2/J DEFGRID3
* xyz 0 1
C -1.604 -2.338 0.369
C -1.736 -2.067 -1.191
C -0.340 -1.907 1.098
C -0.029 1.507 0.143
C -0.962 2.637 -0.028
C 1.270 1.781 -0.509
C 1.622 -0.662 1.761
C 0.213 -1.128 -2.053
C 0.255 -0.756 1.050
N -0.437 -2.165 -1.742
N -0.476 0.332 0.553
O 1.538 -1.112 -2.277
H -1.718 -3.439 0.486
H -2.561 -1.991 0.878
H -2.210 -2.879 -1.726
H -2.249 -1.163 -1.387
H 0.181 -2.745 1.594
H -0.952 3.323 0.677
H -0.765 3.122 -1.014
H -1.993 2.239 -0.162
H 1.134 1.898 -1.597
H 1.947 0.985 -0.409
H 1.495 2.742 -0.045
H 2.404 -0.295 1.059
H 1.946 -1.557 2.266
H 1.531 0.072 2.688
H -0.184 -0.108 -2.085
H 1.805 -2.075 -2.156
*
```

HOMO, eV: -8.1
Energy, hartree: -537.18551
Structure (SMILES): CC(C)=N/C(C)=C\CC/N=C/O

***

[2]
DFT (ωB97M-V/def2-TZVPD) results for 2 unconnected molecules or ions with the total composition C9H16N2O2.

The geometry in ORCA input format:
```
! wB97M-V def2-TZVPD RIJCOSX def2/J DEFGRID3
* xyz 0 1
C -2.226 0.707 -0.593
C -2.931 -0.679 0.920
C -2.916 0.638 0.549
C -3.559 1.820 1.279
C 3.624 -0.256 -0.124
C 1.709 -0.108 -2.055
C 1.586 1.252 0.093
C 1.265 -1.483 1.316
C 2.077 -0.104 -0.497
N -1.808 -0.516 -0.981
N -2.280 -1.372 -0.064
O 0.713 -2.678 1.501
O 1.441 -1.290 -0.044
H -2.074 1.457 -1.403
H -3.205 -1.216 1.841
H -4.566 1.575 1.391
H -3.146 1.910 2.242
H -3.445 2.731 0.777
H 3.920 -0.320 0.961
H 3.765 -1.224 -0.594
H 4.356 0.356 -0.507
H 0.569 0.232 -2.185
H 1.800 -1.097 -2.460
H 2.282 0.578 -2.673
H 1.983 2.102 -0.459
H 0.499 1.320 0.036
H 2.040 1.268 1.053
H -2.009 -2.401 -0.013
H 0.536 -3.204 0.695
*
```

HOMO, eV: -9.0
Energy, hartree: -612.39590

***

[3]
DFT (ωB97M-V/def2-TZVPD) results for 2 unconnected molecules or ions with the total composition C9H16N2O2.

The geometry in ORCA input format:
```
! wB97M-V def2-TZVPD RIJCOSX def2/J DEFGRID3
* xyz 0 1
C -0.112 -1.750 -2.051
C 0.518 -2.821 -1.303
C -0.081 -3.308 -0.196
C -1.986 -1.809 -0.399
C 0.508 1.608 0.617
C 1.987 1.891 0.376
C -0.053 2.613 1.625
C 0.351 0.187 1.164
C -0.238 1.764 -0.705
H -1.804 -0.593 -2.027
H 1.453 -3.199 -1.661
H 0.364 -4.089 0.403
H -1.700 -3.141 1.095
H 2.112 2.887 -0.079
H 2.536 1.867 1.324
H 2.406 1.139 -0.297
H -1.124 2.449 1.779
H 0.423 2.514 2.595
H 0.082 3.638 1.268
H -0.699 -0.059 1.326
H 0.885 0.084 2.121
H 0.760 -0.573 0.478
H 0.156 1.084 -1.472
H -1.309 1.572 -0.598
H -0.105 2.775 -1.082
N -1.367 -1.363 -1.545
N -1.281 -2.817 0.243
O 0.344 -1.200 -3.037
O -3.024 -1.348 0.040
*
```

HOMO, eV: -9.6
Energy, hartree: -612.58576
Structure (SMILES): O=c1cc[nH]c(=O)[nH]1.CC(C)(C)C

***

[4]
DFT (ωB97M-V/def2-TZVPD) results for 2 unconnected molecules or ions with the total composition C9H16N2O2S.

The geometry in ORCA input format:
```
! wB97M-V def2-TZVPD RIJCOSX def2/J DEFGRID3
* xyz 0 1
C 1.709 -0.829 -0.630
C 0.266 2.529 2.680
C 0.958 1.872 1.518
C -1.099 1.899 2.663
C -0.111 -3.110 -0.264
C -0.987 0.690 -2.687
C -0.173 -2.174 -1.399
C 0.401 0.047 -2.618
C 0.744 -0.992 -1.537
N 2.706 -0.872 0.052
N 0.594 0.710 1.158
O -1.893 -0.021 1.059
O -0.395 -0.837 2.865
S -0.818 0.234 1.965
H 0.731 2.630 3.598
H 0.157 3.556 2.263
H 2.529 -0.519 0.959
H 1.816 2.223 0.997
H -1.520 1.899 3.681
H -1.796 2.380 1.861
H -1.012 -3.769 -0.338
H -0.205 -2.729 0.700
H 0.773 -3.636 -0.381
H -1.513 0.625 -1.694
H -0.832 1.720 -2.899
H -1.453 0.493 -3.639
H -0.152 -2.770 -2.382
H -1.178 -1.756 -1.383
H 0.575 -0.372 -3.666
H 1.180 0.879 -2.502
*
```

HOMO, eV: -7.7
Energy, hartree: -1010.57409
Structure (SMILES): O=S1(=O)CCC=N1.CCC(=C=N)CC